No. 1
Formula: C2H8ClN4O2
Source: the OMol25 dataset
Level of theory: ωB97M-V with the def2-TZVPD basis set

The geometry in ORCA input format:
```
! RIJCOSX wB97M-V def2-TZVPD def2/J DEFGRID3
* xyz -1 1
Cl -3.23307 2.69902 0.68044
C -1.69207 -1.16106 -5.35240
O -0.66924 -0.75688 -4.80562
N -1.57783 -1.69044 -6.55189
N -2.99892 -1.05248 -5.16982
H -0.57372 -1.59171 -6.50591
H -2.03525 -1.01638 -7.14898
H -3.61344 -1.60575 -5.74977
H -3.21959 -0.44963 -4.39009
C 2.56055 0.67163 5.13734
O 2.82628 0.47366 3.96196
N 1.59458 1.54158 5.48225
N 3.29017 0.19626 6.06994
H 0.90258 1.92614 4.85507
H 1.25574 1.70841 6.41898
H 4.17900 -0.28298 6.04953
H 3.00423 0.39060 7.01892
*
```

## Properties
E_LUMO: 2.45 eV
Molar mass: 155.57 g mol⁻¹
Energy above the lowest of the compared OMol25 structures with the same formula, charge and spin: 76.2 kcal/mol

Charge distribution, Löwdin scheme, values in e: Cl -1.000; C -0.759; O 0.048; N 0.103; N 0.159; H 0.099; H 0.107; H 0.115; H 0.127; C -0.774; O 0.024; N 0.152; N 0.159; H 0.118; H 0.092; H 0.124; H 0.104



No. 2
Formula: C2H8CsN4O2
Source: the OMol25 dataset
Level of theory: ωB97M-V with the def2-TZVPD basis set

The geometry in ORCA input format:
```
! RIJCOSX wB97M-V def2-TZVPD def2/J DEFGRID3
* xyz 1 1
Cs 13.09014 20.27328 -2.13814
C 7.99161 22.64719 0.70374
O 6.86985 22.38545 1.14738
N 9.09096 22.61117 1.44565
N 8.27919 23.14422 -0.42314
H 9.03089 22.16851 2.35149
H 10.00682 22.74420 1.04118
H 7.45727 23.20695 -1.00675
H 9.19998 23.49736 -0.64117
C 16.65247 14.87983 -1.44752
O 15.81730 15.61378 -0.90092
N 16.68539 14.79169 -2.75892
N 17.44307 14.12536 -0.75482
H 16.00402 15.39592 -3.19565
H 17.27983 14.17348 -3.29235
H 17.95577 13.36903 -1.18519
H 17.27438 14.24207 0.23413
*
```

## Properties
E_LUMO: -4.20 eV
Molar mass: 253.02 g mol⁻¹
Energy above the lowest of the compared OMol25 structures with the same formula, charge and spin: 60.1 kcal/mol

Charge distribution, Löwdin scheme, values in e: Cs 0.972; C -0.787; O 0.038; N 0.142; N 0.161; H 0.118; H 0.090; H 0.136; H 0.115; C -0.777; O -0.022; N 0.161; N 0.176; H 0.112; H 0.114; H 0.121; H 0.129



No. 3
Formula: C2H8CsO2
Source: the OMol25 dataset
Level of theory: ωB97M-V with the def2-TZVPD basis set

The geometry in ORCA input format:
```
! RIJCOSX wB97M-V def2-TZVPD def2/J DEFGRID3
* xyz 1 1
Cs 1.11576 -1.40060 -1.23934
C -0.57525 -2.00308 2.13804
O -0.88927 -2.31429 0.78811
H -0.78423 -0.94520 2.30600
H -1.19254 -2.49280 2.89833
H 0.47214 -2.23158 2.36263
H -0.82617 -3.27072 0.68498
C 0.22630 2.62509 -1.89805
O 0.94563 1.53191 -1.32484
H -0.37190 3.11659 -1.12415
H 0.87035 3.36006 -2.38334
H -0.45920 2.22694 -2.64323
H 1.46837 1.79769 -0.56515
*
```

## Properties
E_LUMO: -3.45 eV
Molar mass: 196.99 g mol⁻¹
Energy above the lowest of the compared OMol25 structures with the same formula, charge and spin: 15.6 kcal/mol

Charge distribution, Löwdin scheme, values in e: Cs 1.157; C -0.151; O -0.267; H 0.089; H 0.093; H 0.082; H 0.080; C -0.118; O -0.302; H 0.091; H 0.089; H 0.086; H 0.073